No. 1
C45H51BrClGe2N5O4Tl as an isolated structure at a distorted geometry. Source: OMol25; level of theory: the ωB97M-V functional and the def2-TZVPD basis.

```
110
Properties=species:S:1:pos:R:3:mulliken_spin:R:1
Tl -17.136 12.192 8.979 0.01
O -15.471 15.681 13.894 0.01
C -14.861 14.486 13.952 0.01
C -13.953 14.212 14.961 -0.01
C -13.442 12.944 15.069 0.01
C -13.700 11.966 14.167 0.00
C -14.623 12.190 13.135 0.00
C -15.203 13.445 13.000 0.00
C -16.035 13.807 11.815 -0.06
O -17.005 13.078 11.450 0.22
N -15.516 14.851 11.144 0.50
N -16.029 15.305 9.961 -0.05
C -15.330 16.346 9.527 0.16
C -15.782 17.341 8.621 0.07
C -15.271 18.622 8.870 0.05
C -15.512 19.644 8.004 -0.02
C -16.266 19.430 6.863 0.06
C -16.846 18.181 6.636 -0.04
C -16.550 17.127 7.507 0.07
O -16.926 15.866 7.236 0.01
H -15.257 16.258 14.656 0.00
H -13.653 14.980 15.652 0.00
H -12.664 12.838 15.798 0.00
H -13.203 10.981 14.271 0.00
H -14.816 11.398 12.399 0.00
H -14.445 16.622 10.054 0.00
H -14.703 18.898 9.741 0.00
H -15.011 20.597 8.105 0.00
H -16.513 20.161 6.106 0.00
H -17.310 17.983 5.677 0.00
Br -14.356 11.982 9.375 0.00
C -23.449 11.864 13.472 0.00
C -22.788 10.708 12.697 0.00
C -23.822 9.626 12.527 0.00
C -22.381 11.172 11.305 0.00
C -21.607 10.116 13.572 0.00
O -22.293 9.479 14.661 0.00
C -20.672 11.148 14.208 0.00
C -19.922 12.103 13.350 0.01
C -19.225 13.166 14.145 0.00
C -19.718 14.457 14.344 0.00
C -19.080 15.381 15.135 0.00
C -17.936 14.997 15.812 0.00
Cl -17.096 16.259 16.729 0.00
C -17.411 13.758 15.685 0.00
C -18.086 12.840 14.859 -0.01
C -20.750 8.973 12.938 0.00
N -19.491 9.322 12.360 0.00
C -19.219 9.629 11.102 0.00
N -17.917 9.871 10.954 0.00
C -17.438 9.679 12.179 0.00
N -18.344 9.330 13.081 0.00
H -24.425 12.125 13.135 0.00
H -22.900 12.787 13.375 0.00
H -23.561 11.505 14.531 0.00
H -24.666 9.976 11.926 0.00
H -24.206 9.249 13.484 0.00
H -23.276 8.780 12.018 0.00
H -23.262 11.425 10.678 0.00
H -21.778 10.396 10.766 0.00
H -21.755 12.108 11.280 0.00
H -21.743 9.515 15.426 0.00
H -19.877 10.667 14.846 0.00
H -21.313 11.792 14.839 0.00
H -20.526 12.639 12.653 0.00
H -19.190 11.525 12.794 0.00
H -20.661 14.781 13.917 0.00
H -19.482 16.398 15.320 0.00
H -16.561 13.437 16.218 0.00
H -17.729 11.811 14.822 0.00
H -21.310 8.399 12.132 0.00
H -20.597 8.253 13.752 0.00
H -19.906 9.691 10.290 0.00
H -16.353 9.736 12.336 0.00
C -12.997 15.414 7.340 0.02
Ge -13.862 15.840 5.677 -0.01
C -12.915 14.852 4.297 0.00
C -13.672 17.738 5.174 0.00
Ge -16.273 15.156 5.679 0.00
C -17.102 16.011 4.178 0.00
C -18.476 16.332 4.179 0.00
C -19.076 16.986 3.091 0.00
C -18.345 17.357 1.967 0.00
C -16.948 17.120 1.981 0.00
C -16.333 16.413 3.038 0.00
C -16.681 13.266 5.732 0.00
C -17.969 12.660 5.501 0.00
C -18.074 11.278 5.505 0.00
C -17.022 10.486 5.963 0.00
C -15.808 11.043 6.241 0.00
C -15.654 12.414 6.099 0.00
H -11.919 15.459 7.159 0.00
H -13.292 14.451 7.859 0.00
H -13.114 16.169 8.107 -0.01
H -11.892 14.862 4.587 0.00
H -13.002 15.455 3.377 0.00
H -13.356 13.857 4.052 0.00
H -12.691 17.903 4.632 0.00
H -13.612 18.300 6.079 0.00
H -14.481 18.011 4.488 0.00
H -18.996 16.007 5.033 0.00
H -20.154 17.269 3.251 0.00
H -18.823 17.886 1.118 0.00
H -16.371 17.481 1.117 0.00
H -15.271 16.276 2.987 0.00
H -18.863 13.192 5.180 0.00
H -19.016 10.770 5.267 0.00
H -17.241 9.380 6.173 0.00
H -15.067 10.467 6.676 0.00
H -14.655 12.733 6.247 0.00
```

HOMO energy (alpha / beta)	-7.9 / -7.9	eV
frontier orbital gap (alpha / beta)	7.8 / 5.7	eV
2S+1	2
LUMO energy (alpha / beta)	-0.1 / -2.2	eV
expectation value of S²	0.7849
E_tot	-9680.58043	Ha


No. 2
C3H7ClN2OSi as an isolated structure at a distorted geometry. Source: OMol25; level of theory: the ωB97M-V functional and the def2-TZVPD basis.

```
15
Properties=species:S:1:pos:R:3:mulliken_charge:R:1
C -1.499 0.378 1.032 -0.33
C -0.989 -0.587 -0.002 -0.62
C 0.828 -1.007 -1.513 -0.95
N 0.340 -0.172 -0.431 0.16
N -0.846 1.425 1.426 0.29
O -1.105 2.339 2.161 -0.64
Si 1.295 0.995 0.415 0.47
Cl 2.497 0.045 1.841 -0.23
H -2.548 0.444 1.220 0.39
H -0.902 -1.627 0.258 0.29
H -1.739 -0.648 -0.761 0.33
H 0.367 -0.864 -2.439 0.35
H 1.798 -0.683 -1.675 0.34
H 0.576 -2.035 -1.245 0.27
H 1.926 1.997 -0.285 -0.12
```

HOMO energy (alpha / beta)	-8.3 / -8.3	eV
frontier orbital gap (alpha / beta)	8.2 / 8.2	eV
2S+1	1
LUMO energy (alpha / beta)	0.0 / 0.0	eV
E_tot	-1052.87058	Ha


No. 3
C4H5N in the gas phase at a distorted geometry. Source: OMol25; level of theory: the ωB97M-V functional and the def2-TZVPD basis.

```
10
Properties=species:S:1:pos:R:3:mulliken_charge:R:1
N 1.037 -0.836 -0.379 -0.53
C -0.291 -1.097 0.167 -0.26
C -0.858 0.195 0.593 -0.47
C -0.016 1.145 0.123 -0.12
C 1.082 0.451 -0.515 -0.36
H -0.431 -1.298 -0.925 0.23
H -0.493 -2.028 0.703 0.37
H -1.768 0.342 1.169 0.38
H -0.123 2.221 0.182 0.38
H 1.861 0.905 -1.118 0.38
```

HOMO energy	-9.6	eV
frontier orbital gap	10.6	eV
2S+1	1
LUMO energy	1.0	eV
SMILES	C1=CCN=C1
E_tot	-210.11040	Ha


No. 4
C4H36BO26 as an isolated structure at a distorted geometry. Source: OMol25; level of theory: the ωB97M-V functional and the def2-TZVPD basis.

```
67
Properties=species:S:1:pos:R:3:mulliken_charge:R:1
O 10.251 -13.748 17.902 -0.77
C 11.016 -13.392 17.012 0.21
O 11.869 -12.458 17.163 -0.66
B 12.365 -12.144 15.786 1.21
O 11.801 -13.253 14.969 -0.35
C 10.998 -13.875 15.668 1.23
O 10.340 -14.858 15.219 -1.10
O 13.839 -12.080 15.783 -0.59
C 14.101 -10.931 15.403 0.34
O 15.235 -10.493 15.309 -0.92
C 12.962 -10.210 14.996 0.53
O 11.911 -10.828 15.339 0.95
O 12.960 -9.059 14.584 -0.50
O 10.002 -9.964 13.371 -0.66
H 10.550 -9.639 14.078 0.08
H 10.461 -9.690 12.590 0.32
O 10.622 -10.448 19.012 -0.75
H 9.919 -10.406 18.310 0.33
H 11.032 -11.316 18.991 0.33
O 13.117 -11.474 11.882 -0.73
H 12.226 -11.850 11.984 0.35
H 13.743 -11.665 12.567 0.17
O 11.136 -6.847 13.760 -0.63
H 12.073 -6.960 13.646 0.39
H 11.092 -5.919 13.903 0.27
O 10.293 -15.203 12.565 -0.81
H 10.449 -15.256 13.523 0.45
H 10.797 -15.969 12.300 0.32
O 15.860 -10.081 12.501 -0.55
H 16.722 -9.720 12.431 0.27
H 15.782 -10.162 13.451 0.30
O 7.819 -14.227 12.427 -0.68
H 8.704 -14.618 12.716 0.40
H 7.970 -13.309 12.300 0.27
O 9.191 -10.858 16.580 -0.68
H 9.595 -10.237 16.005 0.22
H 8.875 -11.522 15.991 0.44
O 12.428 -8.526 18.111 -0.78
H 11.957 -8.478 17.264 0.34
H 11.959 -9.244 18.507 0.46
O 8.676 -12.416 14.533 -0.52
H 8.168 -11.935 13.881 0.18
H 8.262 -13.237 14.538 0.24
O 14.680 -12.982 13.258 -0.56
H 15.477 -13.027 12.699 0.28
H 15.007 -13.074 14.153 0.25
O 8.148 -12.472 19.368 -0.63
H 8.949 -12.870 19.001 0.38
H 8.510 -11.777 19.918 0.30
O 7.800 -14.601 15.622 -0.77
H 7.527 -15.162 14.894 0.30
H 8.726 -14.808 15.690 0.38
O 13.711 -7.167 12.790 -0.72
H 14.400 -6.589 12.826 0.23
H 13.928 -7.811 13.453 0.50
O 10.518 -8.333 16.131 -0.55
H 9.907 -7.803 16.650 0.30
H 10.755 -7.732 15.404 0.24
O 15.841 -7.842 14.995 -0.57
H 15.927 -8.729 15.379 0.33
H 16.659 -7.527 14.571 0.25
O 13.153 -14.842 12.088 -0.68
H 13.883 -14.324 12.319 0.46
H 12.350 -14.489 12.480 0.32
O 12.084 -8.901 11.463 -0.73
H 12.374 -9.794 11.516 0.45
H 12.832 -8.373 11.785 0.27
```

HOMO energy	-7.8	eV
frontier orbital gap	9.6	eV
total charge	-1
2S+1	1
LUMO energy	1.8	eV
E_tot	-2155.45634	Ha


How do the records compare in ΔE to the lowest compared entry with this formula, charge and spin? In the order shown, they have 0.000 1.798 1.451 1.522 eV.